1.
C20H28N2SiTc | the ωB97M-V functional and the def2-TZVPD basis

Calculated values
ΔE to the lowest compared entry with this formula, charge and spin = 0.000 eV
E_tot = -1258.0184 Ha
Largest force on an atom = 0.0735 Eh/bohr
Kohn-Sham gap (spin up / spin down) = 7.642 / 3.054 eV
HOMO level (spin up / spin down) = -13.80 / -13.63 eV
Expectation value of S² = 3.780

ORCA input file:
```
! RIJCOSX wB97M-V def2-TZVPD def2/J DEFGRID3
* xyz 2 4
C -0.39 1.07 2.86
C 0.85 1.15 2.15
C 0.93 2.43 1.52
H 1.61 0.36 2.11
C -0.23 3.18 1.86
C -1.07 2.34 2.69
H -1.97 2.67 3.21
H -0.73 0.24 3.48
H 1.77 2.80 0.92
H -0.42 4.22 1.62
Tc -0.78 1.40 0.82
C 0.50 -1.76 -4.02
H 0.29 -0.70 -4.17
H 1.58 -1.92 -4.11
H 0.18 -2.06 -3.02
Si 0.11 -0.38 -0.71
C -0.11 -2.03 0.14
C 0.33 -2.35 1.44
H 0.79 -1.58 2.07
C 0.18 -3.64 1.96
H 0.54 -3.88 2.97
C -0.42 -4.64 1.18
H -0.51 -5.66 1.57
C -0.92 -4.32 -0.08
H -1.41 -5.10 -0.69
C -0.79 -3.03 -0.59
H -1.22 -2.77 -1.56
C 1.95 -0.06 -0.96
C 2.92 -1.05 -0.76
H 2.62 -2.07 -0.54
C 4.29 -0.74 -0.85
H 5.04 -1.52 -0.71
C 4.70 0.57 -1.14
H 5.76 0.82 -1.21
C 3.73 1.56 -1.36
H 4.03 2.58 -1.62
C 2.37 1.24 -1.29
H 1.63 2.02 -1.48
H -0.58 -0.29 -2.04
H -0.04 -2.35 -4.77
N -2.75 0.75 1.20
C -3.77 1.29 0.23
C -3.40 2.73 -0.04
N -1.91 2.83 -0.24
H -2.83 -0.26 1.24
H -3.06 1.03 2.15
H -3.75 0.65 -0.67
H -4.76 1.25 0.69
H -3.87 3.13 -0.95
H -3.66 3.36 0.81
H -1.61 3.79 -0.09
H -1.73 2.69 -1.23
*
```



2.
C30H26BBrF4NOPdSi | the ωB97M-V functional and the def2-TZVPD basis

Calculated values
ΔE to the lowest compared entry with this formula, charge and spin = 0.103 eV
E_tot = -4704.7898 Ha
Largest force on an atom = 0.0127 Eh/bohr
Kohn-Sham gap (spin up / spin down) = 6.059 / 7.861 eV
HOMO level (spin up / spin down) = -3.67 / -6.00 eV
Expectation value of S² = 2.006

ORCA input file:
```
! RIJCOSX wB97M-V def2-TZVPD def2/J DEFGRID3
* xyz -1 3
Pd 0.33 -0.15 -0.32
O -0.20 0.07 2.18
C -0.96 -1.01 2.65
C -1.54 -1.92 1.58
C -2.44 -2.91 1.97
C -2.98 -3.76 1.03
C -2.62 -3.58 -0.30
C -1.72 -2.58 -0.61
N -1.17 -1.77 0.31
H -0.79 0.76 1.82
H -1.78 -0.67 3.29
H -0.28 -1.62 3.26
H -2.70 -3.00 3.02
H -3.68 -4.53 1.31
H -3.03 -4.20 -1.09
H -1.42 -2.40 -1.64
F -1.95 3.32 1.81
B -2.08 2.92 0.48
F -1.18 1.78 0.29
F -3.38 2.48 0.21
F -1.68 3.92 -0.41
C -4.47 0.37 -3.81
C -3.76 -0.78 -4.15
C -2.41 -0.87 -3.86
C -1.73 0.17 -3.22
C -2.46 1.31 -2.88
C -3.81 1.42 -3.17
Si 0.08 0.03 -2.65
C 0.76 -1.59 -3.44
C 0.89 -1.73 -4.82
C 1.40 -2.90 -5.38
C 1.78 -3.95 -4.57
C 1.66 -3.83 -3.19
C 1.16 -2.66 -2.63
C 1.03 1.43 -3.51
C 0.47 2.22 -4.52
C 1.20 3.23 -5.13
C 2.51 3.47 -4.75
C 3.09 2.70 -3.76
C 2.36 1.69 -3.15
H -5.53 0.45 -4.03
H -4.27 -1.60 -4.63
H -1.87 -1.77 -4.14
H -1.97 2.13 -2.35
H -4.35 2.31 -2.88
H 0.59 -0.91 -5.46
H 1.50 -2.98 -6.46
H 2.18 -4.86 -5.00
H 1.96 -4.65 -2.55
H 1.08 -2.57 -1.56
H -0.56 2.05 -4.82
H 0.74 3.83 -5.91
H 3.07 4.27 -5.23
H 4.11 2.89 -3.45
H 2.82 1.09 -2.37
Br 6.98 0.39 0.52
C 5.09 0.12 0.42
C 4.24 1.21 0.53
C 2.86 1.00 0.44
C 2.34 -0.28 0.22
C 3.22 -1.35 0.14
C 4.60 -1.16 0.23
H 4.64 2.20 0.68
H 2.20 1.85 0.54
H 2.86 -2.36 -0.01
H 5.28 -2.00 0.16
*
```



3.
C45H44AuN3O4STe | the ωB97M-V functional and the def2-TZVPD basis

Calculated values
E_tot = -3007.7933 Ha
Largest force on an atom = 0.0174 Eh/bohr
Kohn-Sham gap (spin up / spin down) = 8.020 / 4.956 eV
HOMO level (spin up / spin down) = -13.09 / -13.10 eV
Expectation value of S² = 2.047

ORCA input file:
```
! RIJCOSX wB97M-V def2-TZVPD def2/J DEFGRID3
* xyz 2 3
Au -1.54 0.38 0.00
C 3.64 -0.25 5.20
C 2.73 -0.52 4.04
C 3.24 -0.97 2.80
C 2.44 -1.21 1.73
C 3.03 -1.57 0.38
O 2.65 -0.94 -0.58
C 4.08 -2.62 0.30
C 4.97 -2.56 -0.77
C 5.95 -3.52 -0.92
C 6.04 -4.56 0.00
C 5.15 -4.63 1.07
C 4.19 -3.65 1.22
C 1.00 -0.99 1.86
O 0.24 -1.22 0.91
C 0.47 -0.55 3.16
C 1.33 -0.32 4.19
C -1.02 -0.37 3.26
N -1.83 -1.34 3.27
C -1.37 -2.73 3.29
C -1.52 -3.38 1.90
Te -2.68 -2.10 0.66
C -2.07 -2.90 -1.15
C -2.66 -2.36 -2.30
C -2.29 -2.86 -3.54
C -1.34 -3.87 -3.63
C -0.76 -4.41 -2.48
C -1.13 -3.93 -1.23
C -1.57 1.02 3.30
C -0.77 2.12 2.98
C -1.26 3.41 3.09
C -2.55 3.62 3.56
C -3.36 2.53 3.87
C -2.88 1.24 3.73
H 4.68 -0.47 4.96
H 3.35 -0.86 6.06
H 3.56 0.79 5.50
H 4.31 -1.12 2.71
H 4.88 -1.75 -1.49
H 6.65 -3.47 -1.75
H 6.81 -5.32 -0.11
H 5.22 -5.45 1.77
H 3.49 -3.72 2.05
H 0.94 0.02 5.15
H -2.00 -3.26 4.00
H -0.34 -2.84 3.63
H -2.02 -4.34 1.91
H -0.56 -3.48 1.39
H -3.41 -1.59 -2.23
H -2.74 -2.46 -4.44
H -1.05 -4.26 -4.60
H -0.03 -5.20 -2.55
H -0.67 -4.36 -0.35
H 0.25 1.97 2.63
H -0.63 4.25 2.83
H -2.92 4.63 3.69
H -4.36 2.69 4.26
H -3.49 0.38 4.01
C -4.34 2.59 -0.56
N -5.38 1.82 0.04
C -5.31 0.45 0.01
N -6.36 -0.23 0.54
O -4.31 -0.12 -0.43
H -4.67 3.62 -0.62
H -4.12 2.21 -1.55
H -3.23 2.79 1.06
H -6.15 2.29 0.48
H -7.23 0.22 0.77
H -6.37 -1.22 0.42
O -3.12 2.48 0.15
S -0.70 1.79 -1.82
C -1.22 0.78 -3.25
C -0.86 1.43 -4.56
C 0.15 0.89 -5.35
C 0.51 1.50 -6.55
C -0.15 2.65 -6.96
C -1.16 3.19 -6.18
C -1.51 2.59 -4.98
C 1.11 1.64 -2.01
C 1.80 2.50 -0.99
C 2.11 1.98 0.26
C 2.76 2.75 1.21
C 3.10 4.07 0.93
C 2.79 4.60 -0.32
C 2.16 3.82 -1.28
H -2.30 0.65 -3.13
H -0.74 -0.20 -3.15
H 0.66 -0.01 -5.02
H 1.29 1.08 -7.15
H 0.13 3.12 -7.89
H -1.67 4.09 -6.50
H -2.30 3.02 -4.37
H 1.30 1.99 -3.02
H 1.39 0.59 -1.92
H 1.87 0.94 0.46
H 3.01 2.33 2.18
H 3.61 4.68 1.66
H 3.07 5.62 -0.56
H 1.93 4.23 -2.25
*
```



- The highest largest force on an atom belongs to which entry?
  C20H28N2SiTc